Below is a structure of composition C7H12N3, with properties calculated with ωB97M-V with the def2-TZVPD basis set.

Last column: Löwdin charge in e.
Element x y z (Å)
C  -3.4171  0.3833  0.4561  0.076
C  -2.1488  0.6583  0.2211  -0.248
C  -2.8843  -0.5794  -0.3906  -0.293
C  1.5494  1.3815  -0.4657  -0.030
C  0.4038  0.5731  -0.8889  -0.032
C  1.2801  0.0542  0.1175  -0.437
C  0.8023  -0.2868  1.5198  0.021
N  -2.8701  -1.5407  -1.1797  0.125
N  -1.0808  1.3168  0.1483  0.134
N  2.2796  -1.0937  -0.3064  0.297
H  -4.3030  0.4560  1.0749  0.114
H  2.4679  1.3683  -1.0192  0.117
H  1.3741  2.2422  0.1850  0.138
H  0.0351  0.0872  -1.8097  0.150
H  1.6356  -0.3214  2.2031  0.092
H  0.4066  -1.3647  1.3431  0.133
H  -0.0060  0.3375  1.6960  0.046
H  -2.0209  -1.8747  -1.5437  0.012
H  -1.0440  2.2776  -0.1887  0.139
H  1.9900  -1.9680  -0.0689  0.116
H  3.0949  -0.9862  0.2123  0.144
H  2.4557  -1.1203  -1.3155  0.186

Atomic forces in eV per Å
C -1.964 -1.463 0.791
C -2.222 -2.621 -1.961
C 1.247 1.670 0.691
C 0.800 0.307 0.268
C -4.083 0.759 0.233
C 0.385 -2.061 1.830
C 1.045 -3.306 -2.372
N -1.560 -0.628 0.634
N 5.752 1.278 -1.726
N -1.151 3.541 -2.100
H 0.072 0.930 -0.171
H 0.174 0.644 -0.656
H 0.104 -0.163 -0.298
H 0.488 0.721 0.443
H -0.077 0.265 0.596
H 0.307 1.583 0.962
H -1.087 1.078 1.131
H 1.293 -0.020 -0.687
H -0.254 -0.168 0.395
H -1.886 -3.274 0.957
H 2.331 0.649 0.867
H 0.286 0.280 0.175

The value obtained for the HOMO energy (spin up / spin down) is -10.87 / -10.87 eV. As for the LUMO energy (spin up / spin down): -3.83 / -3.83 eV. The value obtained for the molar mass is 138.19 g mol⁻¹. Its relative energy (zero: lowest compared OMol25 entry of this formula, charge and spin) is 193.7 kcal per mole. As for the total charge: +1. The calculation puts the electronic energy at -11910.14264 eV. The calculation puts the largest force on an atom at 6.140 eV Å⁻¹.



Below is a cluster of 2 separate species, C7H12N3 in total, with properties calculated with ωB97M-V with the def2-TZVPD basis set.

Last column: Löwdin charge in e.
Element x y z (Å)
C  2.5683  -1.3282  -0.1149  -0.043
C  1.2648  -1.6058  -0.3457  -0.001
C  2.9778  0.0234  0.1492  -0.005
C  2.0046  1.0139  0.2202  0.008
C  0.3015  -0.4771  -0.3467  -0.218
C  -0.1821  1.9026  -0.0983  -0.005
C  -2.8473  -0.1037  0.6164  -0.105
N  0.6844  0.8068  -0.1254  -0.055
N  -2.1526  -0.1408  -0.6105  -0.120
N  -0.9526  -0.8138  -0.5934  0.022
H  3.4074  -2.0353  -0.2863  0.140
H  0.9528  -2.6574  -0.3138  0.105
H  3.9719  0.1449  0.5085  0.108
H  2.1315  1.9661  0.5176  0.096
H  0.1204  2.5835  0.7007  0.116
H  -0.0083  2.4473  -1.0353  0.132
H  -1.1846  1.5920  0.1248  0.065
H  -3.7511  0.5976  0.5577  0.121
H  -3.4031  -1.0124  0.9065  0.082
H  -2.1407  0.1518  1.4922  0.123
H  -2.5055  -0.5183  -1.4041  0.101
H  -1.2576  -2.5371  -0.5194  0.334

Atomic forces in eV per Å
C 1.112 0.973 -1.110
C -0.264 1.020 0.861
C -2.315 0.422 0.532
C 0.942 -3.949 -1.249
C 0.337 -1.632 0.269
C -0.456 2.353 0.042
C -2.093 0.688 2.394
N 2.218 -3.582 0.587
N 3.939 0.668 1.558
N -2.058 -4.127 -0.059
H -1.041 0.073 0.632
H -0.377 0.735 -0.569
H 0.538 0.663 -0.051
H 1.065 3.074 0.915
H 0.066 -0.114 0.008
H -0.903 0.003 0.113
H -0.234 0.335 -0.508
H 1.669 -0.301 0.018
H 0.728 -0.439 -0.246
H -1.210 -0.155 -1.532
H -2.710 -0.660 -2.624
H 1.048 3.951 0.019

The value obtained for the HOMO energy is -12.67 eV. As for the LUMO energy: -4.97 eV. The value obtained for the molar mass is 138.19 g mol⁻¹. Its relative energy (zero: lowest compared OMol25 entry of this formula, charge and spin) is 145.8 kcal per mole. As for the total charge: +1. The calculation puts the electronic energy at -11912.21786 eV. The calculation puts the largest force on an atom at 4.612 eV Å⁻¹.



Below is the ion C7H12N3 with charge +1, with properties calculated with ωB97M-V with the def2-TZVPD basis set.

Last column: Löwdin charge in e.
Element x y z (Å)
C  -0.0530  -2.3438  0.1932  0.134
C  0.0657  -1.1015  -0.2557  -0.242
C  -1.0440  -0.3658  -0.9777  -0.134
N  -1.2118  1.0093  -0.4891  -0.153
C  -1.8700  1.0781  0.8163  -0.069
N  1.2751  -0.3818  -0.1317  -0.033
C  2.5224  -0.8158  0.1153  0.014
C  3.3585  0.2842  0.1254  0.004
C  2.5431  1.3837  -0.1232  -0.012
N  1.2979  0.9484  -0.2757  0.106
H  -0.9756  -2.8822  0.0779  0.086
H  0.7485  -2.8690  0.6789  0.075
H  -0.7901  -0.3177  -2.0424  0.143
H  -1.9654  -0.9504  -0.8783  0.134
H  -1.7550  1.5462  -1.1604  0.141
H  -2.9018  0.7176  0.7773  0.096
H  -1.3175  0.4699  1.5306  0.090
H  -1.8735  2.1108  1.1582  0.093
H  2.7660  -1.8507  0.2495  0.140
H  4.4157  0.2855  0.2944  0.117
H  2.7946  2.4235  -0.2031  0.138
H  0.2926  1.3609  -0.4091  0.134

Atomic forces in eV per Å
C 0.148 0.375 -0.034
C -0.945 -0.353 0.042
C -0.010 -0.149 -0.252
N -0.350 0.183 -0.207
C -0.149 0.062 0.155
N 0.691 -0.326 0.096
C 0.318 0.364 -0.025
C -0.138 -0.057 0.044
C 0.049 -0.334 0.021
N 0.127 0.466 -0.060
H -0.207 -0.009 -0.088
H 0.204 -0.082 0.116
H -0.039 0.020 0.081
H 0.138 0.022 -0.016
H 0.120 -0.128 0.000
H 0.064 -0.038 0.008
H 0.016 0.020 0.070
H -0.002 -0.019 0.058
H -0.122 -0.183 -0.026
H 0.167 0.000 0.004
H -0.075 0.164 -0.004
H -0.002 0.001 0.017

The value obtained for the HOMO energy is -13.54 eV. The SMILES is C=C(CNC)[n+]1ccc[nH]1. As for the LUMO energy: -3.52 eV. The value obtained for the molar mass is 138.19 g mol⁻¹. Its relative energy (zero: lowest compared OMol25 entry of this formula, charge and spin) is 44.6 kcal per mole. As for the total charge: +1. The calculation puts the electronic energy at -11916.60621 eV. The calculation puts the largest force on an atom at 1.010 eV Å⁻¹.



Below is the ion C7H12N3 with charge +1, with properties calculated with ωB97M-V with the def2-TZVPD basis set.

Last column: Löwdin charge in e.
Element x y z (Å)
C  -0.3704  -1.1249  1.6227  0.066
C  1.0187  -0.9325  1.3619  -0.408
C  1.2733  0.4571  0.8413  -0.067
C  -1.4661  -0.3458  -1.0407  -0.159
C  -2.1611  -1.2886  0.0543  -0.156
C  -0.0465  -0.3436  -1.1404  0.016
C  0.8140  2.0660  -0.9292  0.049
N  -1.4983  -1.2654  1.2776  0.084
N  1.9707  -1.6929  1.7363  0.179
N  0.3216  0.8017  -0.2893  -0.146
H  1.1969  1.3736  1.5690  0.184
H  2.4108  0.3549  0.5553  0.175
H  -1.9526  -0.6616  -1.9735  0.133
H  -1.8375  0.6940  -0.8828  0.138
H  -3.2299  -1.0000  0.3448  0.146
H  -2.2668  -2.4585  -0.2773  0.190
H  0.5644  -1.1538  -1.2059  0.108
H  1.8223  1.8141  -1.2416  0.119
H  0.2537  2.4258  -1.7877  0.118
H  0.6900  2.8776  -0.3488  0.068
H  2.9386  -1.5556  1.5124  0.069
H  -0.4457  0.9585  0.2417  0.093

Atomic forces in eV per Å
C 0.599 -1.031 -0.328
C 0.551 1.079 0.857
C 3.021 1.558 0.380
C -3.405 -0.894 -1.079
C -2.503 -2.485 -1.147
C -1.384 2.762 1.312
C 0.191 -2.396 -2.826
N 0.858 0.377 1.595
N -1.477 -1.510 0.386
N 5.004 -0.379 -0.678
H 0.148 -1.988 -1.002
H -2.317 0.829 -0.165
H 0.064 -0.089 0.078
H 0.021 -0.738 -0.113
H 1.311 -0.018 -1.297
H 0.452 2.869 0.550
H 1.910 -1.882 -0.360
H 0.114 0.582 0.062
H -0.377 -1.044 -0.479
H 0.312 2.396 2.965
H 0.192 0.815 -0.321
H -3.286 1.187 1.609

The value obtained for the HOMO energy (spin up / spin down) is -11.35 / -13.41 eV. As for the LUMO energy (spin up / spin down): -5.17 / -4.26 eV. The value obtained for the molar mass is 138.19 g mol⁻¹. Its relative energy (zero: lowest compared OMol25 entry of this formula, charge and spin) is 185.0 kcal per mole. As for the total charge: +1. The calculation puts the electronic energy at -11910.51839 eV. The calculation puts the largest force on an atom at 5.064 eV Å⁻¹.



Question: Look up the molar mass of the second one.
Answer: 138.19 g mol⁻¹



Question: Number 3 is which compound?
Answer: C7H12N3



Please write out number 3 again, unchanged.
Below is the ion C7H12N3 with charge +1, with properties calculated with ωB97M-V with the def2-TZVPD basis set.

Last column: Löwdin charge in e.
Element x y z (Å)
C  -0.0530  -2.3438  0.1932  0.134
C  0.0657  -1.1015  -0.2557  -0.242
C  -1.0440  -0.3658  -0.9777  -0.134
N  -1.2118  1.0093  -0.4891  -0.153
C  -1.8700  1.0781  0.8163  -0.069
N  1.2751  -0.3818  -0.1317  -0.033
C  2.5224  -0.8158  0.1153  0.014
C  3.3585  0.2842  0.1254  0.004
C  2.5431  1.3837  -0.1232  -0.012
N  1.2979  0.9484  -0.2757  0.106
H  -0.9756  -2.8822  0.0779  0.086
H  0.7485  -2.8690  0.6789  0.075
H  -0.7901  -0.3177  -2.0424  0.143
H  -1.9654  -0.9504  -0.8783  0.134
H  -1.7550  1.5462  -1.1604  0.141
H  -2.9018  0.7176  0.7773  0.096
H  -1.3175  0.4699  1.5306  0.090
H  -1.8735  2.1108  1.1582  0.093
H  2.7660  -1.8507  0.2495  0.140
H  4.4157  0.2855  0.2944  0.117
H  2.7946  2.4235  -0.2031  0.138
H  0.2926  1.3609  -0.4091  0.134

Atomic forces in eV per Å
C 0.148 0.375 -0.034
C -0.945 -0.353 0.042
C -0.010 -0.149 -0.252
N -0.350 0.183 -0.207
C -0.149 0.062 0.155
N 0.691 -0.326 0.096
C 0.318 0.364 -0.025
C -0.138 -0.057 0.044
C 0.049 -0.334 0.021
N 0.127 0.466 -0.060
H -0.207 -0.009 -0.088
H 0.204 -0.082 0.116
H -0.039 0.020 0.081
H 0.138 0.022 -0.016
H 0.120 -0.128 0.000
H 0.064 -0.038 0.008
H 0.016 0.020 0.070
H -0.002 -0.019 0.058
H -0.122 -0.183 -0.026
H 0.167 0.000 0.004
H -0.075 0.164 -0.004
H -0.002 0.001 0.017

The value obtained for the HOMO energy is -13.54 eV. The SMILES is C=C(CNC)[n+]1ccc[nH]1. As for the LUMO energy: -3.52 eV. The value obtained for the molar mass is 138.19 g mol⁻¹. Its relative energy (zero: lowest compared OMol25 entry of this formula, charge and spin) is 44.6 kcal per mole. As for the total charge: +1. The calculation puts the electronic energy at -11916.60621 eV. The calculation puts the largest force on an atom at 1.010 eV Å⁻¹.